[1]
{"formula": "C28H55NO6", "method": "ωB97M-V/def2-TZVPD", "homo_lumo_gap_ev": 9.9, "homo_energy_ev": -9.156, "smiles": "CC[C@H](C)[C@@H]1CCC(=O)N1.C1CCOC1.C1CCOC1.C1CCOC1.C1CCOC1.C1CCOC1", "elements": ["O", "O", "O", "O", "O", "O", "N", "C", "C", "C", "C", "C", "C", "C", "C", "C", "C", "C", "C", "C", "C", "C", "C", "C", "C", "C", "C", "C", "C", "C", "C", "C", "C", "C", "C", "H", "H", "H", "H", "H", "H", "H", "H", "H", "H", "H", "H", "H", "H", "H", "H", "H", "H", "H", "H", "H", "H", "H", "H", "H", "H", "H", "H", "H", "H", "H", "H", "H", "H", "H", "H", "H", "H", "H", "H", "H", "H", "H", "H", "H", "H", "H", "H", "H", "H", "H", "H", "H", "H", "H"], "coordinates": [[-3.4313, -2.4442, 3.9058], [6.0166, -0.1108, -3.0386], [-6.1525, -1.6159, 0.2322], [0.5844, 2.7304, -4.3611], [2.2075, -0.5337, -0.7976], [-0.8372, 2.8709, 5.4859], [-1.4428, -1.5168, 3.2895], [-7.2026, -1.4322, 1.1881], [-0.5950, 4.7390, -4.7818], [8.3489, -0.4705, -2.8622], [2.7798, -0.8182, -2.0836], [0.1233, 3.9226, -3.7176], [-2.2008, 0.9443, 5.3155], [7.0623, -0.2724, -2.0749], [-0.8275, -1.7500, 1.9782], [2.0980, 0.8840, -0.6280], [-1.7551, -0.9428, 1.1117], [-6.3980, -2.8057, -0.5227], [-8.3086, -2.4049, 0.8079], [0.6639, -1.6483, 1.8345], [-7.5143, -3.5510, 0.1933], [2.4343, -3.4671, 1.7325], [1.2392, -0.3783, 2.4541], [-1.0495, 1.7061, 4.6796], [2.7603, 0.4875, -2.8602], [-2.7560, -1.9042, 3.1177], [-1.1444, 3.6469, -5.6918], [-3.0190, 2.0736, 5.9310], [8.0723, 0.3469, -4.1186], [-3.1059, -1.5176, 1.6866], [1.3200, -2.8515, 2.5739], [6.5884, 0.0897, -4.3350], [-0.0247, 2.6176, -5.6508], [2.9090, 1.5158, -1.7494], [-1.9295, 3.0293, 6.3950], [-5.4772, -3.3873, -0.5894], [6.0826, 0.9211, -4.8280], [0.9734, 4.4498, -3.2824], [-2.0570, 3.2273, -5.2618], [3.1653, -2.6968, 1.5350], [6.8278, -1.1171, -1.4261], [-6.6991, -2.5139, -1.5347], [-7.0990, -4.1814, 0.9829], [-1.5791, 2.7728, 7.4010], [-7.5285, -0.3916, 1.1703], [-1.0729, -2.8012, 1.7579], [6.4238, -0.8173, -4.9266], [-1.3603, 5.3938, -4.3679], [-2.2507, 4.0718, 6.3961], [-1.3022, 2.0321, 3.6641], [-1.8269, 0.2849, 6.1035], [1.0995, -0.3976, 3.5248], [2.8798, -4.3033, 2.2523], [2.2048, -1.6090, -2.5686], [-3.9664, -0.8736, 1.5860], [-8.9217, -2.7008, 1.6578], [3.5435, 0.5409, -3.6134], [-0.3820, 1.5971, -5.7934], [3.8034, -1.1734, -1.9334], [1.0387, 1.1572, -0.7024], [-2.7528, 0.3405, 4.6032], [-1.3693, 3.9871, -6.7015], [0.9749, -1.7259, 0.8081], [0.5475, -3.5709, 2.8357], [-3.3078, -2.3644, 1.0379], [-1.7340, -1.1195, 0.0501], [-0.5580, 3.6350, -2.9096], [-6.8028, -1.6552, 2.1833], [-1.8042, 0.0882, 1.4349], [2.0246, -3.7863, 0.7841], [-8.0977, -4.1829, -0.4750], [7.1074, 0.6345, -1.4621], [3.9590, 1.5959, -1.4557], [-3.6738, 1.7526, 6.7400], [-3.6337, 2.5492, 5.1627], [0.7367, 2.8287, -6.4095], [1.7594, -2.5182, 3.5071], [0.8031, 0.5320, 2.0585], [8.4723, -1.5244, -3.1224], [8.2449, 1.4070, -3.9188], [-0.9805, -1.8876, 4.1102], [8.6809, 0.0588, -4.9744], [1.7965, 0.6172, -3.3570], [0.1213, 5.3556, -5.3299], [9.2336, -0.1496, -2.3143], [-8.9618, -1.9570, 0.0551], [-0.1297, 1.1250, 4.6356], [2.5532, 2.5089, -2.0213], [2.2992, -0.3880, 2.2403], [2.4581, 1.1611, 0.3625]], "forces_ev_per_a": [[-2.187, -1.393, 2.519], [0.150, 0.004, -0.021], [-0.132, -0.062, -0.024], [-0.085, 0.093, -0.038], [0.048, 0.067, -0.044], [-0.088, -0.060, -0.009], [0.818, -0.077, 0.427], [0.133, -0.031, 0.164], [0.103, 0.088, -0.085], [0.015, -0.151, -0.045], [0.223, -0.045, 0.080], [-0.071, -0.109, 0.103], [-0.010, 0.002, 0.197], [-0.050, 0.141, 0.061], [-0.028, -0.613, -0.870], [-0.145, 0.011, -0.118], [-2.003, -0.218, 1.209], [-0.007, 0.112, -0.110], [-0.096, 0.065, -0.121], [0.432, -0.037, 1.932], [0.058, -0.106, 0.125], [-0.724, 0.182, 0.371], [-0.088, -0.197, -0.560], [-0.060, 0.131, -0.079], [-0.250, -0.034, -0.173], [1.399, 1.592, -2.445], [-0.133, -0.060, 0.067], [-0.049, 0.074, -0.087], [0.027, 0.154, 0.036], [0.760, 0.076, -1.082], [0.063, 0.256, -0.416], [-0.065, -0.137, -0.032], [0.149, 0.031, -0.055], [0.178, 0.022, 0.057], [0.104, -0.055, 0.092], [0.039, 0.055, 0.017], [-0.058, -0.007, 0.047], [0.039, -0.060, -0.004], [0.005, -0.006, -0.020], [0.434, 0.093, -0.115], [-0.076, 0.005, -0.020], [-0.002, -0.075, -0.024], [0.004, -0.002, -0.018], [-0.072, 0.021, 0.033], [0.061, 0.019, -0.045], [0.257, -0.115, -0.452], [0.033, 0.031, -0.059], [-0.007, -0.021, 0.013], [0.068, 0.021, -0.028], [0.007, -0.084, -0.037], [-0.008, -0.022, -0.032], [-0.036, 0.094, 0.345], [0.308, -0.237, -0.021], [-0.062, -0.004, 0.084], [-0.200, 0.243, 0.237], [0.026, -0.004, 0.013], [0.054, -0.026, 0.060], [0.045, -0.024, 0.056], [0.011, 0.008, -0.078], [0.011, 0.073, 0.021], [-0.031, 0.007, -0.006], [0.024, 0.003, -0.001], [-0.319, 0.185, -0.620], [0.026, -0.353, -0.056], [-0.380, -0.590, 0.441], [0.467, 0.242, -0.345], [-0.008, 0.071, 0.022], [-0.056, 0.015, 0.026], [0.748, 0.553, -0.485], [0.033, -0.264, -0.317], [-0.001, 0.023, -0.017], [0.053, -0.030, 0.044], [-0.008, -0.005, -0.002], [0.019, -0.007, 0.006], [-0.006, 0.003, 0.018], [-0.049, -0.015, -0.056], [0.000, 0.119, 0.350], [-0.078, 0.196, -0.110], [0.005, 0.005, 0.021], [-0.004, -0.005, -0.021], [-0.072, -0.141, -0.040], [-0.014, -0.021, 0.001], [0.014, 0.047, 0.008], [-0.006, 0.007, 0.020], [-0.013, 0.019, 0.004], [-0.003, 0.004, 0.019], [0.040, 0.065, 0.019], [-0.045, -0.025, -0.022], [0.390, 0.274, 0.073], [0.004, -0.072, 0.027]]}

[2]
{"formula": "C6H10N2", "method": "ωB97M-V/def2-TZVPD", "homo_lumo_gap_ev": 8.6, "homo_energy_ev": -7.770, "smiles": "[H]/N=C/C(=C)/C=C(/C)N", "elements": ["N", "N", "C", "C", "C", "C", "C", "C", "H", "H", "H", "H", "H", "H", "H", "H", "H", "H"], "coordinates": [[0.4240, 1.6584, 0.6034], [-1.3320, -2.1111, 0.7764], [2.1258, -1.0491, 0.0357], [-0.0751, -1.9635, 0.8967], [-0.0914, -0.2423, -0.7655], [-1.2779, 1.9196, -1.1064], [0.7986, -1.1631, -0.0645], [-0.3287, 1.0265, -0.3676], [0.5416, -2.5618, 1.5754], [2.6549, -0.2947, -0.5504], [-0.8455, 2.9047, -1.2355], [2.7117, -1.6647, 0.7023], [-2.2196, 2.0144, -0.5632], [0.8717, 1.0334, 1.2642], [0.0016, 2.4759, 1.0209], [-1.4968, 1.5180, -2.0839], [-1.7453, -2.8236, 1.3889], [-0.7176, -0.6771, -1.5268]], "forces_ev_per_a": [[0.083, 0.115, 0.590], [0.305, 0.269, -0.270], [-0.350, 0.003, -0.144], [1.257, -1.766, -0.699], [-0.128, 1.166, -0.766], [-0.250, -0.238, 0.341], [-1.568, 0.897, 1.814], [0.678, -0.727, -1.218], [-0.178, -0.083, 0.424], [-0.157, -0.360, 0.038], [0.082, 0.248, 0.005], [0.015, -0.135, 0.111], [-0.039, 0.124, 0.044], [-0.054, 0.274, -0.059], [0.054, -0.211, 0.039], [-0.087, -0.151, -0.227], [0.518, 0.461, 0.137], [-0.181, 0.113, -0.158]]}

[3]
{"formula": "C4H9NO2", "method": "ωB97M-V/def2-TZVPD", "homo_lumo_gap_ev": 10.3, "homo_energy_ev": -9.597, "smiles": "C[C@@H](O)CC(N)=O", "elements": ["O", "O", "N", "C", "C", "C", "C", "H", "H", "H", "H", "H", "H", "H", "H", "H"], "coordinates": [[2.6682, -1.3248, 0.0317], [-0.5347, 1.4910, 0.0556], [2.1491, 0.7825, 0.6920], [-1.9990, -0.3250, -0.5581], [0.3355, -0.7859, 0.2457], [1.8294, -0.4760, 0.2853], [-0.5636, 0.1861, -0.5260], [1.4359, 1.4978, 0.7337], [0.2494, -1.7855, -0.1873], [-0.0274, -0.8366, 1.2815], [-2.6800, 0.4413, -0.9468], [-1.3768, 1.6032, 0.5092], [3.1244, 1.0392, 0.6741], [-2.0922, -1.2089, -1.1924], [-0.1883, 0.3019, -1.5505], [-2.3300, -0.6005, 0.4525]], "forces_ev_per_a": [[-0.256, 0.275, 0.044], [-0.125, 0.080, 0.165], [0.051, 0.001, -0.102], [-0.053, -0.075, -0.021], [-0.022, -0.095, -0.018], [0.032, -0.039, 0.049], [-0.007, -0.233, -0.154], [0.095, -0.146, -0.010], [-0.013, 0.099, 0.044], [0.057, 0.001, -0.114], [0.161, -0.101, -0.016], [0.149, 0.192, 0.087], [-0.136, -0.018, -0.010], [0.026, 0.046, 0.071], [-0.024, -0.043, 0.125], [0.066, 0.056, -0.141]]}

[4]
{"formula": "C4H5N3", "method": "ωB97M-V/def2-TZVPD", "homo_lumo_gap_ev": 10.2, "homo_energy_ev": -9.558, "smiles": "c1nnc2n1CC2", "elements": ["N", "N", "N", "C", "C", "C", "C", "H", "H", "H", "H", "H"], "coordinates": [[2.4991, -0.3234, 0.0473], [1.5225, -1.4553, 0.0787], [0.4502, 0.4271, -0.2733], [-1.0607, 0.5952, 0.1996], [0.3903, -0.9733, -0.1987], [-1.2618, -0.8953, -0.1620], [1.7024, 0.8504, -0.1322], [1.9861, 2.0154, -0.1236], [-1.9544, -1.0779, -1.0105], [-1.5739, 1.4891, -0.4008], [-1.6248, -1.2840, 0.7066], [-1.0749, 0.6319, 1.2689]], "forces_ev_per_a": [[-3.591, 1.923, -0.415], [2.837, 0.318, -0.264], [-3.012, -0.088, 0.211], [1.507, 1.545, -3.250], [-2.682, 3.404, -0.426], [1.836, 1.186, -1.388], [2.565, -1.464, 1.161], [-0.324, -3.291, -0.031], [1.174, -0.240, 0.263], [0.873, -2.215, 1.596], [-1.138, -1.956, 2.044], [-0.046, 0.878, 0.502]]}

[5]
{"formula": "C7H16Cl", "method": "ωB97M-V/def2-TZVPD", "multiplicity": 2, "homo_lumo_gap_ev": [8.6, 11.2], "homo_energy_ev": [-7.829, -10.874], "elements": ["Cl", "C", "C", "C", "C", "C", "C", "C", "H", "H", "H", "H", "H", "H", "H", "H", "H", "H", "H", "H", "H", "H", "H", "H"], "coordinates": [[0.8817, 2.8574, 4.2406], [1.3430, -0.3315, -2.5814], [0.5285, -0.8753, -0.2459], [1.0057, -1.0749, 1.1974], [-0.6679, 0.0590, -0.4809], [-1.9669, -0.2231, 0.2323], [1.7193, -0.4206, -1.1206], [-3.0050, 0.8711, 0.3644], [2.1520, 0.5132, -0.7565], [-3.8299, 1.1362, -0.3330], [0.2366, -1.4865, 1.8434], [0.4713, 1.7850, 3.7403], [-3.4556, 0.7579, 1.3719], [1.4491, -0.1797, 1.6530], [0.8723, -1.2691, -2.9082], [-0.7398, 0.2878, -1.5565], [0.6282, 0.4778, -2.7487], [2.2068, -0.1528, -3.2368], [-2.2291, 1.6423, 0.4726], [-1.6113, -0.4699, 1.2678], [0.2625, -1.8862, -0.6147], [1.7935, -1.8205, 1.0804], [2.4935, -1.1659, -1.0202], [-0.5386, 0.9683, 0.1393]], "forces_ev_per_a": [[0.298, 0.779, 0.353], [0.063, 0.120, -0.628], [-0.109, -0.024, -0.351], [0.095, -0.057, -0.601], [-0.567, 0.281, 0.387], [0.448, -1.031, 0.923], [-0.396, -0.222, 0.170], [0.351, -0.188, 1.077], [-0.148, 0.149, 0.044], [1.073, -0.467, -0.038], [-0.066, -0.003, 0.132], [-0.301, -0.796, -0.366], [0.008, 0.133, -0.656], [-0.193, -0.055, -0.163], [0.057, 0.190, 0.026], [-0.337, 0.126, 0.692], [0.225, -0.092, -0.233], [-0.165, -0.026, 0.243], [-1.031, 1.149, -0.117], [-0.911, -0.460, -0.734], [-0.079, 0.373, 0.063], [0.117, -0.020, 0.530], [0.406, -0.306, 0.144], [1.163, 0.447, -0.898]]}

[6]
{"formula": "C7H7F2NOP", "method": "ωB97M-V/def2-TZVPD", "multiplicity": 3, "homo_lumo_gap_ev": [9.6, 6.1], "charge": 1, "homo_energy_ev": [-13.388, -14.069], "elements": ["P", "F", "F", "O", "N", "C", "C", "C", "C", "C", "C", "C", "H", "H", "H", "H", "H", "H", "H"], "coordinates": [[-2.4899, 0.3487, 0.2774], [-3.2900, 0.8558, -1.0435], [-3.9021, -0.2982, 0.7941], [-1.8272, -0.9926, -0.0515], [-0.6461, 1.2457, -0.1649], [1.6248, 0.2319, 0.0080], [0.2804, -2.2434, -0.1671], [2.3362, -1.0243, -0.0107], [-0.4613, -1.0162, -0.1887], [1.6237, -2.2339, -0.1263], [0.2164, 0.2265, -0.1378], [-0.2923, 2.5369, 0.1675], [2.2639, 1.0752, -0.0013], [0.2131, 2.9828, -0.7010], [0.3813, 2.6232, 1.0393], [-1.2819, 3.1974, 0.4645], [-0.2589, -3.2322, -0.3434], [2.0175, -3.2068, 0.0471], [3.4925, -1.0765, 0.1383]], "forces_ev_per_a": [[-4.716, 2.058, -1.841], [2.079, -0.119, 1.394], [1.983, 0.680, 0.440], [1.550, -2.082, -0.805], [-0.587, -2.526, 1.191], [2.034, -3.364, -0.852], [-4.556, 0.183, -1.403], [0.700, 1.981, 0.557], [1.778, -2.713, 0.551], [0.833, 0.659, 0.933], [-0.623, 0.082, -0.090], [-1.779, 4.144, 0.859], [-0.044, 1.100, 0.202], [-0.233, 0.329, 0.266], [-0.196, -0.358, -0.300], [2.538, -1.626, -1.024], [0.558, 1.574, 0.690], [1.087, -0.410, -0.369], [-2.407, 0.407, -0.399]]}